# 1
74
Properties=species:S:1:pos:R:3:forces:R:3:mulliken_charge:R:1 method="wB97M-V/def2-TZVPD" energy_ha=-1221.9783 lumo_energy_ha=0.0225 fmax_ev_per_a=3.12 mol_weight_g_mol=389.6 e_homo_ha=-0.327 homo_lumo_gap_ha=0.350 smiles=CCN(CC)CC.C1CCOC1.C1CCOC1.C1CCOC1.C1CCOC1 spin_multiplicity=1 total_charge=0
C -6.494853 -1.033110 0.699035 -0.65 -0.62 -1.58 -1.20
C -7.123974 -0.675752 -0.720464 2.63 -0.03 1.35 -0.46
N -7.035112 -1.849193 -1.624771 0.12 2.25 1.27 0.07
C -6.832043 -1.375004 -2.985534 0.15 -2.17 -1.55 -0.36
C -5.497430 -0.788843 -3.332336 1.01 1.26 0.98 -1.33
C -8.317801 -2.454146 -1.490213 -1.08 -1.94 -1.04 -0.54
C -8.331373 -3.867798 -2.074275 0.10 -0.05 -0.07 -1.39
H -7.070844 -1.823695 1.179981 -0.44 0.44 0.43 0.30
H -6.308461 -0.152386 1.313603 -0.24 -0.19 0.09 0.39
H -5.568676 -1.573790 0.504214 0.32 0.46 -0.15 0.29
H -8.106579 -0.209118 -0.650983 -0.28 -0.22 -0.04 0.32
H -6.440513 0.082525 -1.102548 -0.13 0.17 -0.14 0.32
H -6.725351 -2.266903 -3.602977 -0.88 -0.53 0.03 0.28
H -7.710160 -0.864426 -3.380919 -0.07 0.59 0.02 0.37
H -4.736075 -1.325442 -2.766217 0.03 0.09 0.30 0.32
H -5.137824 -0.884420 -4.356860 -0.75 -0.10 -0.23 0.40
H -5.438416 0.269513 -3.078369 0.28 0.10 0.06 0.31
H -9.050389 -1.822676 -1.992872 -0.54 0.12 -0.04 0.40
H -8.649680 -2.589129 -0.460788 0.43 0.47 0.21 0.43
H -9.231842 -4.416751 -1.798764 0.02 0.02 0.12 0.42
H -7.451048 -4.357898 -1.658421 -0.09 -0.32 -0.02 0.33
H -8.256967 -3.922954 -3.160333 0.04 0.21 -0.02 0.30
C -0.344260 -7.176739 2.151734 -1.26 -0.19 -0.74 -0.41
C -1.834751 -7.054320 1.722220 -1.13 -0.66 1.49 -0.52
C -1.908587 -6.298078 0.427512 1.30 -0.36 -0.18 -0.35
O -0.579607 -5.796039 0.284873 1.17 0.59 -0.42 -0.41
C 0.350397 -6.698681 0.907342 -0.01 0.29 -0.07 -0.49
H -0.043176 -8.209629 2.326613 -0.15 0.14 0.60 0.28
H -0.183444 -6.493763 2.985870 0.35 -0.35 0.05 0.26
H -2.430668 -6.502113 2.448889 0.22 -0.08 0.37 0.23
H -2.324749 -8.025677 1.655339 0.09 -0.10 -0.11 0.31
H -2.601989 -5.457143 0.416110 0.13 -0.04 0.03 0.26
H -2.151080 -6.985405 -0.382970 -0.01 0.08 -0.36 0.23
H 1.311298 -6.288547 1.218101 -0.19 1.07 -0.47 0.33
H 0.658216 -7.490778 0.224753 -0.51 -0.39 -0.20 0.28
C 2.827824 1.640153 -0.061676 1.10 0.36 -0.16 -0.50
C 4.128773 2.182080 0.572711 -0.43 0.26 -0.53 -0.43
C 3.846069 2.185584 2.057386 -0.24 0.33 0.25 -0.42
O 2.582132 1.542791 2.224491 0.39 1.02 1.61 -0.40
C 2.276309 0.842091 1.088128 -0.70 -0.83 -1.20 -0.44
H 3.150233 1.105119 -0.954917 -0.64 -0.26 -0.02 0.29
H 2.114654 2.422828 -0.320337 0.19 0.12 -0.09 0.28
H 4.338621 3.179965 0.187588 0.43 -0.17 0.00 0.28
H 4.924758 1.465603 0.369802 0.18 0.33 -0.25 0.23
H 3.740311 3.187643 2.473056 0.10 0.00 0.06 0.27
H 4.651766 1.667645 2.577658 -0.13 -0.16 0.34 0.25
H 1.191107 0.812906 0.990274 -0.03 -0.57 0.26 0.30
H 2.734663 -0.144529 1.155852 -0.21 -0.45 -0.27 0.28
C 1.531681 9.976608 0.396718 -0.61 -1.46 -1.00 -0.52
C 1.639172 11.504896 0.318774 -0.70 -0.66 0.66 -0.38
C 0.868867 11.872539 1.572555 -0.93 0.41 0.64 -0.42
O 0.383812 10.698414 2.229517 0.16 0.55 1.80 -0.42
C 0.364739 9.603791 1.380138 0.83 1.11 -1.32 -0.40
H 2.480459 9.494859 0.633028 -0.21 -0.15 0.08 0.28
H 1.133728 9.622773 -0.554350 0.80 -0.27 -0.36 0.28
H 1.159160 11.798764 -0.614675 0.09 0.48 0.24 0.24
H 2.610803 11.983010 0.442967 0.23 -0.61 -0.59 0.26
H 0.000654 12.497100 1.362231 -0.01 0.26 -0.03 0.26
H 1.519177 12.385882 2.280842 -0.18 0.05 0.11 0.28
H -0.618159 9.586682 0.909274 -0.09 0.00 -0.75 0.25
H 0.420077 8.621216 1.848725 0.62 0.28 0.54 0.30
C 8.237000 -3.635980 -0.003418 0.29 0.10 0.99 -0.54
C 9.109022 -2.518334 0.669619 -1.29 -0.45 0.00 -0.48
C 9.403922 -1.715641 -0.542745 1.25 -0.90 -1.43 -0.45
O 8.311227 -1.827978 -1.396935 -2.39 1.40 -1.43 -0.41
C 7.571919 -3.042057 -1.221899 1.02 1.05 0.63 -0.39
H 7.428784 -3.968585 0.647937 0.64 -0.82 0.24 0.31
H 8.992037 -4.343609 -0.345882 -0.58 -0.75 0.36 0.31
H 9.999257 -2.934729 1.140985 -0.15 0.10 0.09 0.29
H 8.521084 -1.929793 1.373927 0.07 -0.08 0.21 0.28
H 10.111477 -2.259709 -1.168419 1.46 0.19 0.61 0.28
H 9.723840 -0.680434 -0.424052 -0.31 -0.03 0.03 0.30
H 7.662029 -3.721953 -2.069083 0.03 0.23 -0.28 0.22
H 6.524823 -2.779306 -1.071369 -0.04 -0.06 -0.02 0.28

=====

# 2
117
Properties=species:S:1:pos:R:3:forces:R:3:mulliken_charge:R:1 method="wB97M-V/def2-TZVPD" energy_ha=-9731.0641 lumo_energy_ha=0.0529 fmax_ev_per_a=4.39 mol_weight_g_mol=1270.0 e_homo_ha=-0.169 homo_lumo_gap_ha=0.222 spin_multiplicity=1 total_charge=-1
C -1.335370 -8.729136 -3.434392 0.07 0.37 -0.80 -0.98
C -0.826601 -7.258019 -3.246357 -0.10 -0.90 0.79 0.46
C -0.077725 -7.004273 -1.899548 -0.75 -0.06 0.08 -0.66
O -0.364335 -5.657765 -1.489072 1.44 -0.49 -0.55 -0.31
C 0.600223 -4.730975 -2.002404 -0.29 0.46 0.64 -0.12
C -0.103111 -3.506679 -2.677503 0.08 0.67 0.58 0.95
O -1.493571 -3.644423 -2.911500 1.20 -0.03 -0.33 -0.30
P -2.060005 -2.431765 -4.009216 -2.67 0.88 -1.72 -0.48
N -2.354998 -1.226023 -2.680301 0.41 -0.25 0.95 -0.56
O -0.397878 -1.887237 -4.315469 1.10 -2.13 0.27 -0.43
C 0.480055 -2.908802 -4.004374 -0.81 2.42 0.51 0.12
O 1.771353 -2.338545 -3.970609 0.11 -0.79 0.47 -0.49
Br 0.609144 -4.345647 -5.403724 -0.04 -0.31 -0.27 -0.25
H -1.622024 -9.239395 -2.493084 0.31 0.31 -0.41 0.40
H -2.245964 -8.700760 -4.079329 0.58 -0.09 0.42 0.30
H -0.567548 -9.306716 -3.994665 -0.81 0.13 0.97 0.07
H -1.720375 -6.599041 -3.225757 0.84 -0.10 -0.18 0.10
H -0.132269 -7.015819 -4.071724 -0.70 0.20 0.26 -0.12
H -0.446357 -7.656995 -1.071209 0.00 0.37 -0.66 0.36
H 1.020510 -7.199366 -1.961123 -0.62 0.24 -0.09 0.27
H 1.371073 -5.209320 -2.644130 -0.69 0.15 0.03 0.52
H 1.138186 -4.337806 -1.105679 -0.21 -0.13 -0.66 -0.19
H -0.019005 -2.674289 -1.934228 0.36 -0.24 -0.53 -0.55
H -3.428829 -2.919444 -3.894181 0.22 -0.01 0.35 0.10
H -2.445846 -1.340896 -4.900571 -0.08 -0.19 0.06 -0.04
H -2.004121 -3.264459 -5.182742 0.65 -0.21 0.27 0.01
H -3.142908 -0.646377 -2.967594 0.26 -0.24 -0.16 0.32
H -2.692692 -1.746271 -1.865385 0.06 0.05 -0.20 0.23
H 2.088388 -2.314748 -4.887970 -0.26 0.01 0.36 0.39
C -0.101316 1.192188 -0.584736 0.25 -0.52 -0.47 -0.40
C -1.176793 0.239968 -0.121710 -0.42 0.21 -0.25 0.19
O -0.831484 -0.067853 1.243556 0.83 2.64 -0.96 -0.06
S -0.130828 1.203564 1.906277 -0.61 -0.82 -1.37 0.91
O -1.105584 1.928522 2.652385 0.52 0.16 0.26 -0.55
O 1.111531 0.793887 2.472896 -0.13 0.31 0.41 -0.45
O 0.170816 2.024182 0.553490 -0.19 0.15 0.64 -0.35
H 0.815872 0.658759 -0.844042 -0.05 -0.01 -0.03 0.30
H -0.419646 1.794474 -1.431989 0.01 0.15 0.18 0.35
H -1.215075 -0.662285 -0.726615 0.03 -0.03 0.14 -0.19
H -2.158609 0.719116 -0.122522 0.01 -0.05 -0.07 0.23
C 4.142264 2.479686 4.223949 -0.50 -0.36 0.10 -0.28
C 3.455560 3.431510 3.270258 0.26 -0.12 -0.57 0.01
O 3.178482 4.599737 4.052427 0.18 -0.15 0.61 -0.28
S 4.335408 4.783611 5.155253 -0.18 -0.49 -0.45 1.09
O 5.283247 5.721256 4.664471 0.03 0.04 0.30 -0.55
O 3.724373 4.916949 6.428227 0.09 0.27 -0.04 -0.53
O 4.979222 3.312476 5.037584 -0.03 0.52 -0.22 -0.34
H 3.420406 1.980647 4.873838 -0.01 -0.01 -0.06 0.28
H 4.737468 1.731707 3.704890 0.17 0.14 0.11 0.32
H 2.538100 3.016462 2.859160 -0.09 0.14 0.18 -0.02
H 4.120949 3.722767 2.453365 -0.01 -0.06 0.01 0.28
C -2.594184 5.224161 4.086111 0.35 -0.23 0.22 -0.39
C -3.181367 3.832525 3.976101 -0.03 -0.03 -0.53 -0.26
O -4.064377 3.722071 5.097751 0.03 0.46 0.43 -0.30
S -4.688662 5.174461 5.418560 0.71 -0.24 -0.67 1.11
O -5.974452 5.254894 4.817693 -0.07 0.19 0.32 -0.58
O -4.473931 5.455202 6.795009 -0.32 -0.06 0.01 -0.57
O -3.668161 6.054831 4.543220 -0.61 -4.34 -0.25 -0.05
H -1.795839 5.259216 4.832079 0.01 -0.02 -0.04 0.33
H -2.214687 5.587577 3.132925 -0.19 0.16 0.04 0.33
H -2.422506 3.057817 4.005865 -0.16 -0.05 0.21 0.31
H -3.774985 3.724621 3.064737 0.07 0.00 -0.02 0.19
C 0.721500 -4.455854 3.993493 0.22 -0.37 -0.21 -0.45
C 1.703735 -3.367256 3.610978 0.07 0.23 0.69 -0.27
O 1.292086 -2.939802 2.317344 -0.31 -0.38 -0.23 -0.07
S -0.305292 -3.070181 2.189646 0.19 -0.19 0.41 0.72
O -0.882416 -1.797258 2.434974 -0.24 -2.23 1.25 -0.46
O -0.596841 -3.818120 1.022754 -0.06 0.23 -0.06 -0.30
O -0.542069 -4.008376 3.490803 0.25 0.43 -0.12 -0.34
H 0.967288 -5.401038 3.502466 0.05 0.02 0.03 0.30
H 0.672780 -4.610079 5.069907 -0.23 0.11 -0.04 0.31
H 2.729193 -3.724479 3.585026 -0.05 0.06 -0.27 0.26
H 1.632901 -2.512354 4.289751 -0.01 -0.05 0.04 0.28
C 1.168378 -10.773175 -8.195574 0.05 -0.48 0.08 -0.36
C -0.338806 -10.663414 -8.072871 -0.09 0.30 -0.46 -0.34
O -0.564653 -10.212112 -6.736510 0.54 -0.19 0.19 -0.26
S 0.655322 -9.259592 -6.283720 0.00 -0.06 -0.46 1.11
O 0.269722 -7.912022 -6.475077 0.18 0.00 0.16 -0.49
O 1.176164 -9.744667 -5.057563 0.16 0.03 -0.13 -0.59
O 1.682944 -9.659891 -7.464254 -0.45 0.13 -0.02 -0.31
H 1.538017 -11.689454 -7.728006 -0.04 -0.02 -0.04 0.29
H 1.503011 -10.735066 -9.230508 0.08 0.21 0.08 0.30
H -0.841166 -11.612565 -8.246762 -0.04 0.03 0.26 0.30
H -0.738355 -9.910328 -8.757052 0.03 -0.05 -0.04 0.29
C 4.619853 -3.760479 -1.328597 0.19 0.53 -0.24 -0.25
C 6.002359 -4.321894 -1.062669 -0.10 -0.42 -0.38 -0.44
O 6.109189 -4.366784 0.366131 -0.40 0.31 0.20 -0.34
S 4.653631 -4.657230 0.992763 -0.04 0.13 -0.90 1.05
O 4.548853 -6.044754 1.272371 -0.13 0.12 0.31 -0.59
O 4.378199 -3.662983 1.969190 0.22 -0.23 0.22 -0.54
O 3.788523 -4.341919 -0.321136 0.40 -0.41 0.39 -0.18
H 4.600070 -2.675552 -1.203486 0.00 -0.02 -0.05 0.26
H 4.251015 -4.015213 -2.320298 -0.21 -0.10 0.16 0.30
H 6.791201 -3.705328 -1.487532 0.04 0.05 0.28 0.32
H 6.095796 -5.342813 -1.441242 -0.01 0.04 -0.04 0.33
C -2.850857 11.170504 5.456929 0.44 -0.06 0.20 -0.42
C -2.414573 11.222833 4.005312 -0.29 0.37 -0.16 -0.46
O -2.663591 9.913167 3.497050 -0.36 -0.14 2.72 -0.10
S -3.948143 9.290583 4.243310 0.58 0.35 0.24 1.08
O -5.087557 9.488489 3.421054 -0.08 -0.19 0.17 -0.60
O -3.590035 8.011260 4.759470 -0.13 4.09 -0.03 -0.52
O -4.019847 10.354284 5.464200 -0.15 0.11 -0.47 -0.34
H -2.093266 10.688494 6.080358 0.03 0.05 -0.03 0.29
H -3.074478 12.157650 5.857961 -0.21 -0.10 0.00 0.31
H -1.363087 11.481666 3.895678 0.01 -0.24 -0.08 0.35
H -3.024703 11.929342 3.433757 0.04 0.05 0.04 0.33
C -0.173279 10.840232 -0.760807 0.33 -0.43 -0.04 -0.32
C -1.159471 10.390976 -1.820764 0.00 0.46 -0.30 -0.38
O -2.267119 9.864617 -1.088107 0.27 0.05 0.46 -0.32
S -2.424887 10.675090 0.299079 0.21 -0.37 -0.48 1.13
O -3.415524 11.677315 0.126122 0.06 0.02 0.28 -0.62
O -2.461522 9.744946 1.368535 0.04 0.16 -2.18 -0.35
O -0.978063 11.392103 0.285147 -0.42 0.04 -0.24 -0.33
H 0.383684 9.993602 -0.352552 0.00 0.01 -0.05 0.29
H 0.525473 11.585370 -1.135896 -0.14 0.14 0.16 0.30
H -0.743631 9.634893 -2.482974 -0.17 -0.15 0.14 0.32
H -1.516265 11.236904 -2.414223 0.08 -0.01 -0.02 0.30